Here is a cluster of 2 separate species, C14H32B2NO6S2 in total from the Open Molecules 2025 dataset. Energies are from ωB97M-V/def2-TZVPD.

Last column: natural (NBO) charge in e.
Geometry (Å):
C: 2.961 -4.261 0.605  -0.632
C: 3.047 -2.735 0.662  -0.054
O: 2.118 -2.161 -0.250  -0.791
B: 1.651 -0.888 0.018  1.308
O: 0.873 -0.674 1.159  -1.033
C: 1.980 0.354 -0.924  -0.189
C: 1.241 0.489 -2.259  -0.386
C: 0.015 -0.421 -2.351  -0.414
C: -1.064 0.010 -1.340  -0.523
S: -2.571 0.543 -2.211  0.200
C: -3.476 1.016 -0.735  -0.067
S: -3.801 2.575 -0.415  -0.029
N: -3.782 -0.079 0.053  -0.499
C: -3.862 0.155 1.503  -0.218
C: -5.204 0.584 2.084  -0.635
C: -4.808 -0.981 -0.488  -0.211
C: -6.016 -0.311 -1.127  -0.628
C: 3.496 0.207 -1.137  -0.048
O: 4.009 0.407 0.147  -0.739
B: 3.121 1.462 0.774  0.679
C: 3.773 2.924 1.038  -0.713
C: 4.336 3.694 -0.144  -0.046
O: 5.320 2.924 -0.852  -0.730
O: 1.936 1.527 -0.127  -0.735
H: 2.955 -4.695 1.605  0.201
H: 2.050 -4.560 0.088  0.218
H: 3.807 -4.688 0.064  0.199
H: 4.047 -2.387 0.393  0.187
H: 2.853 -2.380 1.678  0.170
H: 1.430 -0.272 1.855  0.530
H: 1.906 0.307 -3.109  0.198
H: 0.899 1.526 -2.324  0.222
H: 0.285 -1.468 -2.190  0.212
H: -0.387 -0.379 -3.371  0.199
H: -1.338 -0.800 -0.667  0.222
H: -0.711 0.848 -0.738  0.244
H: -3.570 -0.791 1.969  0.210
H: -3.082 0.872 1.754  0.224
H: -5.095 0.667 3.168  0.215
H: -5.525 1.553 1.705  0.223
H: -5.984 -0.157 1.898  0.190
H: -5.137 -1.608 0.342  0.199
H: -4.348 -1.658 -1.212  0.209
H: -6.681 -1.097 -1.495  0.208
H: -5.738 0.307 -1.981  0.217
H: -6.585 0.287 -0.414  0.211
H: 3.819 0.982 -1.855  0.152
H: 3.773 -0.766 -1.561  0.159
H: 2.815 0.989 1.927  -0.205
H: 2.966 3.556 1.436  0.205
H: 4.538 2.861 1.821  0.195
H: 3.526 3.982 -0.825  0.149
H: 4.815 4.624 0.202  0.128
H: 5.558 3.424 -1.645  0.448
O: -1.243 -1.735 2.945  -0.966
H: -0.502 -1.260 2.535  0.501
H: -1.410 -2.445 2.318  0.460

Computed properties:
E: -1905.07166 hartree
2S+1: 1
Charge: -1
Lowest unoccupied orbital energy: 2.28 eV

---

Here is a structure of composition C14H32BF6MgNO10S2 from the Open Molecules 2025 dataset. Energies are from ωB97M-V/def2-TZVPD.

Last column: natural (NBO) charge in e.
Geometry (Å):
Mg: 15.049 -8.741 10.699  1.766
C: 15.188 -4.877 12.346  0.814
F: 16.456 -4.904 12.699  -0.295
F: 14.428 -5.444 13.258  -0.301
F: 14.809 -3.634 12.167  -0.294
S: 14.978 -5.780 10.606  2.111
O: 13.723 -6.484 10.842  -1.003
O: 14.955 -4.794 9.565  -0.857
N: 16.028 -7.138 10.439  -1.293
S: 17.341 -6.449 9.740  2.164
O: 17.183 -6.214 8.321  -0.900
O: 17.826 -5.332 10.527  -0.928
C: 18.692 -7.758 9.992  0.766
F: 18.633 -8.310 11.195  -0.304
F: 18.571 -8.685 9.058  -0.304
F: 19.846 -7.115 9.881  -0.298
B: 15.943 -10.539 10.649  -0.867
H: 16.627 -11.457 10.791  0.042
H: 15.326 -10.330 11.557  -0.057
H: 16.568 -9.646 10.346  -0.068
H: 15.242 -10.779 9.760  0.005
C: 15.322 -8.781 7.574  -0.247
O: 14.540 -8.682 8.750  -0.615
C: 13.164 -8.402 8.526  -0.096
C: 12.396 -9.259 9.512  -0.078
O: 13.110 -9.206 10.750  -0.618
C: 12.356 -9.089 11.942  -0.063
C: 13.422 -8.961 13.055  -0.091
O: 14.684 -8.465 12.612  -0.613
C: 15.596 -8.416 13.702  -0.257
H: 16.341 -8.968 7.889  0.222
H: 15.235 -7.892 6.943  0.196
H: 14.959 -9.546 6.877  0.179
H: 12.852 -8.654 7.510  0.196
H: 12.819 -7.377 8.678  0.213
H: 12.351 -10.308 9.198  0.194
H: 11.340 -9.001 9.625  0.196
H: 11.697 -9.923 12.205  0.193
H: 11.689 -8.232 11.816  0.190
H: 13.554 -9.940 13.518  0.191
H: 12.878 -8.365 13.796  0.201
H: 15.138 -7.905 14.554  0.188
H: 16.524 -7.917 13.445  0.223
H: 15.742 -9.436 14.075  0.193
C: 13.588 -15.416 14.031  -0.251
O: 14.410 -14.259 14.044  -0.551
C: 14.088 -13.177 13.178  -0.075
C: 14.093 -13.491 11.704  -0.089
O: 13.266 -14.565 11.352  -0.550
C: 13.539 -15.171 10.100  -0.075
C: 12.970 -16.549 10.116  -0.079
O: 13.582 -17.407 11.059  -0.537
C: 13.118 -18.742 10.911  -0.248
H: 13.283 -15.562 15.073  0.162
H: 14.100 -16.326 13.724  0.186
H: 12.686 -15.305 13.436  0.188
H: 14.857 -12.413 13.326  0.199
H: 13.195 -12.690 13.591  0.152
H: 15.116 -13.724 11.386  0.183
H: 13.805 -12.548 11.214  0.170
H: 14.615 -15.141 9.904  0.183
H: 13.039 -14.591 9.315  0.170
H: 13.033 -17.010 9.119  0.167
H: 11.892 -16.533 10.343  0.168
H: 12.025 -18.710 10.972  0.164
H: 13.532 -19.265 11.770  0.197
H: 13.425 -19.225 9.980  0.168

Computed properties:
Relative energy (zero: lowest compared OMol25 entry of this formula, charge and spin): 0.0 kcal per mole
E: -2980.15762 hartree
2S+1: 1
Charge: 0
Lowest unoccupied orbital energy: 0.09 eV

---

Here is a structure of composition C14H32Ba2NO6 from the Open Molecules 2025 dataset. Energies are from ωB97M-V/def2-TZVPD.

Last column: Mulliken charge in e.
Geometry (Å):
Ba: 8.298 5.507 -12.929  1.854
Ba: 9.571 9.622 -12.376  1.825
O: 10.665 6.944 -9.097  -0.459
C: 10.079 6.615 -10.274  0.924
O: 10.124 5.418 -10.635  -0.833
O: 9.395 7.470 -10.912  -0.850
H: 10.900 6.018 -8.841  0.204
C: 12.243 11.194 -8.904  -1.062
C: 10.830 10.619 -9.088  0.792
O: 10.085 11.162 -10.236  -0.555
H: 12.981 10.609 -9.450  0.270
H: 12.497 11.248 -7.851  0.348
H: 12.217 12.203 -9.321  0.347
H: 10.320 10.750 -8.134  0.293
H: 10.804 9.543 -9.280  -0.605
H: 9.441 11.792 -9.880  0.316
C: 9.318 8.268 -4.611  -1.111
C: 8.880 8.363 -6.049  -0.180
O: 9.997 8.682 -6.899  -0.480
H: 9.919 9.103 -4.262  0.314
H: 9.786 7.319 -4.359  0.247
H: 8.362 8.300 -4.076  0.363
H: 8.002 9.012 -6.189  0.317
H: 8.340 7.485 -6.442  0.276
H: 9.947 8.093 -7.657  0.330
C: 11.908 1.141 -10.459  -1.699
C: 11.478 1.077 -8.979  1.426
C: 12.776 0.788 -8.208  -1.097
C: 12.657 1.035 -6.715  -0.797
C: 12.190 2.466 -6.454  -1.268
C: 10.857 2.748 -7.143  1.790
N: 10.885 2.335 -8.563  0.574
O: 9.709 2.653 -9.265  -0.452
C: 9.709 2.131 -6.416  -1.662
C: 10.730 4.299 -7.130  -2.267
C: 10.569 -0.148 -8.808  -1.742
H: 11.241 1.751 -11.075  0.275
H: 12.079 0.148 -10.871  0.408
H: 12.887 1.613 -10.598  0.371
H: 13.092 -0.256 -8.225  0.395
H: 13.583 1.434 -8.563  0.308
H: 13.629 0.811 -6.271  0.433
H: 11.977 0.334 -6.220  0.337
H: 13.024 3.080 -6.812  0.376
H: 12.111 2.726 -5.398  0.467
H: 8.733 2.345 -6.865  0.377
H: 9.824 1.067 -6.226  0.277
H: 9.465 2.559 -5.434  0.456
H: 9.804 4.675 -7.583  0.491
H: 10.609 4.573 -6.080  0.399
H: 11.608 4.772 -7.570  0.461
H: 10.409 -0.477 -7.780  0.326
H: 10.961 -1.027 -9.316  0.497
H: 9.576 0.126 -9.175  0.345
H: 9.958 3.428 -9.777  0.310

Computed properties:
Relative energy (zero: lowest compared OMol25 entry of this formula, charge and spin): 75.1 kcal per mole
E: -1108.81720 hartree
2S+1: 1
Charge: +3
Lowest unoccupied orbital energy: -12.23 eV

---

Here is a cluster of 4 separate species, C14H32Br3Cl3O8P2 in total from the Open Molecules 2025 dataset. Energies are from ωB97M-V/def2-TZVPD.

Last column: natural (NBO) charge in e.
Geometry (Å):
C: 8.778 5.646 -20.066  -0.650
C: 10.040 5.787 -20.912  -0.073
O: 10.780 6.897 -20.357  -0.815
P: 10.697 8.383 -21.051  2.554
O: 11.410 8.454 -22.367  -1.108
O: 9.104 8.682 -21.284  -0.826
C: 8.579 9.749 -22.080  -0.065
C: 8.120 9.037 -23.369  -0.627
O: 11.126 9.327 -19.868  -0.826
C: 12.540 9.258 -19.418  -0.062
C: 13.112 10.665 -19.206  -0.627
H: 7.885 5.283 -20.575  0.217
H: 8.887 4.976 -19.213  0.211
H: 8.376 6.597 -19.718  0.233
H: 10.631 4.878 -20.804  0.187
H: 10.022 5.868 -21.999  0.201
H: 7.672 10.000 -21.531  0.184
H: 9.172 10.589 -22.442  0.201
H: 7.438 9.619 -23.989  0.206
H: 9.022 8.857 -23.954  0.221
H: 7.705 8.061 -23.117  0.209
H: 12.450 8.648 -18.519  0.197
H: 13.144 8.729 -20.155  0.194
H: 14.078 10.374 -18.794  0.221
H: 13.138 11.146 -20.184  0.220
H: 12.474 11.214 -18.514  0.218
C: 11.545 1.054 -13.386  -0.650
C: 10.668 2.381 -13.447  -0.060
O: 10.852 3.267 -12.362  -0.813
P: 11.464 4.764 -12.555  2.564
O: 12.034 5.403 -11.328  -1.111
O: 10.146 5.551 -13.100  -0.799
C: 9.187 5.971 -12.232  -0.069
C: 8.059 4.906 -12.247  -0.640
O: 12.511 4.726 -13.796  -0.805
C: 13.889 4.485 -13.437  -0.080
C: 14.629 4.574 -14.685  -0.623
H: 11.499 0.367 -14.232  0.226
H: 12.564 1.200 -13.028  0.218
H: 11.215 0.401 -12.579  0.212
H: 11.062 2.907 -14.318  0.183
H: 9.595 2.226 -13.560  0.189
H: 9.641 6.207 -11.270  0.195
H: 8.816 6.966 -12.477  0.179
H: 7.086 5.378 -12.107  0.213
H: 8.019 4.377 -13.199  0.215
H: 8.298 4.204 -11.447  0.216
H: 14.353 5.147 -12.706  0.208
H: 14.113 3.488 -13.058  0.180
H: 14.394 3.769 -15.383  0.211
H: 14.649 5.553 -15.163  0.224
H: 15.655 4.511 -14.323  0.211
Br: 15.007 8.360 -14.654  0.086
C: 13.099 8.857 -14.791  -0.433
Br: 11.988 7.503 -15.836  0.070
Br: 12.792 10.691 -15.521  0.061
H: 12.734 8.960 -13.769  0.224
Cl: 13.677 9.350 -8.973  0.039
C: 13.181 8.339 -10.317  -0.272
Cl: 14.550 8.157 -11.473  -0.016
Cl: 11.816 8.990 -11.260  -0.014
H: 12.820 7.354 -10.022  0.263

Computed properties:
Relative energy (zero: lowest compared OMol25 entry of this formula, charge and spin): 37.9 kcal per mole
E: -10939.99839 hartree
2S+1: 1
Charge: 0
SMILES: CCOP(=O)(OCC)OCC.CCOP(=O)(OCC)OCC.BrC(Br)Br.ClC(Cl)Cl
Lowest unoccupied orbital energy: -0.57 eV

---

no.,HOMO level (eV),frontier orbital gap (eV)
1,-4.430,6.71
2,-9.317,9.41
3,-13.951,1.72
4,-10.115,9.55